# C11H20N2O7

An isolated molecule of C11H20N2O7 (ωB97M-V/def2-TZVPD, OMol25).

Summary:
Maximum force   2.8 eV Å⁻¹
Net charge   0
HOMO-LUMO gap   9.65 eV
SMILES string   NC(=O)CC[C@@H]1NC[C@H]([C@@H](O)[C@H](O)[C@H](O)CO)OC1=O
Energy above the lowest of the compared OMol25 structures with the same formula, charge and spin   5.4 kcal per mole

```
40
Properties=species:S:1:pos:R:3:forces:R:3
O 1.1930 0.8495 3.8085 -0.73 0.21 -0.50
O 4.0013 1.0410 3.9990 -0.29 0.46 0.01
O -0.1507 1.7824 -4.6565 -0.64 -1.27 0.52
O 3.3017 -1.8866 2.6299 -0.13 0.55 1.12
O -2.6868 -1.3306 -0.9216 2.16 0.01 1.42
O 1.5995 -1.9970 0.4737 -1.37 0.03 -0.83
O -0.9453 -1.2955 0.5836 -1.15 0.83 -1.30
N -0.1834 3.9061 -4.2490 -1.23 1.37 2.10
N -0.8533 1.5786 0.2731 -0.84 0.09 -0.15
C -1.7717 0.8178 -0.6564 2.57 -0.48 0.94
C 1.9591 -0.3388 3.8681 1.27 0.81 0.04
C 0.3432 0.8595 0.7516 -1.00 -1.11 -1.01
C -0.5426 2.6462 -3.8946 1.21 -0.28 -1.26
C -1.8029 -0.7148 -0.3409 -2.10 0.40 -0.63
C 1.1314 -1.4434 1.6989 -0.38 0.43 0.17
C -1.2486 2.4621 -2.5673 -0.20 -0.87 -0.08
C 3.1904 0.0960 4.6620 0.67 -2.17 0.68
C -1.3466 0.9792 -2.1212 1.45 -0.26 -0.75
C 2.3415 -0.8418 2.4760 -0.64 -0.84 -0.41
C -0.0835 -0.4766 1.4089 1.86 0.11 0.29
H -2.2697 2.8318 -2.6577 -0.05 0.36 0.00
H 0.7866 -2.2896 2.3164 -0.17 0.30 0.06
H 1.4608 -1.1357 4.4144 -0.40 0.13 0.15
H 0.8940 1.4860 1.4435 -0.17 -0.07 0.22
H -0.7065 3.0743 -1.8500 -0.13 -0.07 0.28
H -0.3196 0.5040 -2.2413 -1.18 0.49 -0.03
H 0.7627 -2.2336 -0.0451 1.71 0.34 0.99
H -1.4095 1.8938 1.0768 0.44 -0.21 -0.41
H 3.4474 -2.2969 1.7870 -0.04 -0.30 -0.80
H -2.0461 0.4273 -2.7918 0.57 0.35 0.59
H 1.0277 0.6398 -0.0869 -0.36 0.13 0.11
H -0.5864 -0.2452 2.3433 -0.25 -0.12 0.09
H 1.8421 1.5752 3.7706 -0.36 -0.25 -0.06
H 0.1516 4.0622 -5.1652 0.25 0.01 -0.75
H 2.8275 0.5389 5.5944 0.12 0.10 -0.17
H -0.6051 4.6738 -3.7372 0.31 -0.03 -0.39
H -2.7680 1.2045 -0.5737 -0.57 0.05 0.46
H 2.8233 -0.0194 1.9674 -0.12 0.41 -0.57
H 3.7530 -0.8239 4.9300 -0.02 0.60 -0.10
H 4.6554 0.6064 3.4467 -0.07 -0.23 -0.01
```
Positions in Å, forces in eV/Å.

These are the natural (NBO) partial charges, in e, on atoms 1 to 2: O -0.73; O -0.74

---

# C2H3Br2I

A structure of composition C2H3Br2I (ωB97M-V/def2-TZVPD, OMol25).

Summary:
Maximum force   1.0 eV Å⁻¹
Net charge   0
HOMO-LUMO gap (spin up / spin down)   8.05 / 7.80 eV
Energy above the lowest of the compared OMol25 structures with the same formula, charge and spin   61.3 kcal per mole

```
8
Properties=species:S:1:pos:R:3:forces:R:3
I -0.5379 1.5954 -2.2153 0.15 -0.49 0.16
Br 0.2321 -1.7394 -1.7629 0.03 -0.02 -0.34
Br 1.5419 -1.1300 1.2247 0.24 0.02 0.53
C -0.6285 -0.2225 -1.1847 -0.45 0.80 0.39
C 0.4399 0.3477 1.4043 0.21 -0.46 -0.72
H -1.6089 -0.3928 -0.7580 0.15 -0.06 -0.02
H -0.3510 0.2594 2.1213 -0.24 0.01 0.06
H 0.9124 1.2823 1.1706 -0.08 0.20 -0.07
```
Positions in Å, forces in eV/Å.

These are the natural (NBO) partial charges, in e, on atoms 1 to 2: I 0.19; Br 0.16

---

# C4H7ClOS

An isolated molecule of C4H7ClOS (ωB97M-V/def2-TZVPD, OMol25).

Summary:
Maximum force   1.0 eV Å⁻¹
Net charge   0
HOMO-LUMO gap   9.50 eV
SMILES string   CO/C=C(/Cl)CS
Energy above the lowest of the compared OMol25 structures with the same formula, charge and spin   25.9 kcal per mole

```
14
Properties=species:S:1:pos:R:3:forces:R:3
Cl -2.2115 -1.7809 -0.2240 0.02 0.04 0.00
S -1.6492 1.7915 -0.4053 -0.02 -0.07 0.02
O 1.6545 -0.9519 -0.2255 0.06 -0.06 0.02
C 0.3888 -1.4179 -0.2714 -0.21 -0.65 -0.12
C -0.7641 -0.8365 0.0868 0.26 -0.06 -0.18
C -1.0593 0.4860 0.7271 0.16 -0.16 0.58
C 1.9137 0.4456 -0.2100 -0.58 0.31 0.26
H 2.9049 0.5863 -0.6099 0.26 -0.05 -0.20
H -1.8135 0.3073 1.5234 0.53 0.28 -0.44
H 1.9088 0.8537 0.8134 -0.06 -0.18 -0.27
H 0.3766 -2.4637 -0.6509 -0.04 0.94 0.32
H -0.1436 0.9032 1.1870 -0.65 -0.24 -0.16
H -2.6811 1.1007 -0.9112 0.02 -0.02 0.03
H 1.1750 0.9765 -0.8295 0.24 -0.09 0.16
```
Positions in Å, forces in eV/Å.

These are the natural (NBO) partial charges, in e, on atoms 1 to 2: Cl -0.03; S -0.04

---

- Which of these has the highest maximum force?
  C11H20N2O7